[1]
A molecular structure, C18H20N3O9Sc, computed with the ωB97M-V functional and the def2-TZVPD basis.

Properties
largest force on an atom: 0.91 eV/Å
HOMO energy (alpha / beta): -5.78 / -7.65 eV
frontier orbital gap (alpha / beta): 0.181 / 0.280 Ha

Structure (ORCA input):
```
! RIJCOSX wB97M-V def2-TZVPD def2/J DEFGRID3
* xyz 0 1
O 3.223 -1.782 -0.993
O -3.388 -1.209 -3.231
C 1.964 -1.317 -1.148
C -1.548 -0.685 4.634
H -1.122 -1.775 1.140
C -2.328 -0.877 -2.754
H -2.136 4.519 -1.574
H 0.425 1.538 2.991
C 1.635 2.332 -2.381
C -0.879 3.584 -0.541
H -2.684 0.326 0.131
O 2.241 2.754 -3.338
O 1.181 2.542 0.071
O -1.451 2.520 -0.637
H -2.354 -0.717 5.354
H 0.462 -4.376 -4.311
O 1.571 -0.296 -0.474
H 2.601 3.657 -0.981
O -1.331 4.706 -1.062
H -1.385 -2.820 4.475
H -2.024 0.273 1.647
O -2.084 0.208 -2.067
H 2.273 -3.610 -2.806
C 1.082 -1.983 -2.009
Sc -0.364 0.532 -1.044
N -1.842 -1.427 0.517
C 0.027 0.587 3.326
C -0.939 -2.847 -3.687
N -0.121 -1.349 -2.051
C -0.982 -1.867 4.158
H 0.132 3.771 1.294
C 2.166 2.657 -0.975
H -1.745 -3.149 -4.338
C -1.091 -1.759 -2.867
H 0.956 4.612 -0.041
H -1.495 1.461 4.544
H -2.722 -1.843 0.812
C 0.657 -0.601 2.875
H 2.349 0.379 1.980
C 0.306 -3.523 -3.663
H 0.543 -2.754 2.942
C -1.045 0.541 4.193
H 2.942 1.933 -0.733
N -1.883 0.007 0.674
H 3.661 -1.226 -0.337
O 0.554 1.619 -2.390
C 0.411 3.709 0.238
C 1.823 -0.556 2.092
H 2.351 -1.480 1.898
C 1.318 -3.106 -2.841
C 0.091 -1.832 3.291
*
```

Here are the Löwdin charges for atoms 1 to 4, given in e: number 1, O, carries 0.11; number 2, O, carries 0.09; number 3, C, carries -0.44; number 4, C, carries -0.09


[2]
C6H10O in the gas phase, computed with the ωB97M-V functional and the def2-TZVPD basis.

Properties
largest force on an atom: 0.30 eV/Å
HOMO energy: -9.16 eV
structure (SMILES): CC1(O)CC=CC1
frontier orbital gap: 0.372 Ha
relative energy (zero: lowest compared OMol25 entry of this formula, charge and spin): 8.4 kcal per mole

Structure (ORCA input):
```
! RIJCOSX wB97M-V def2-TZVPD def2/J DEFGRID3
* xyz 0 1
C -0.397 -0.276 0.151
H -0.625 0.100 2.045
O -0.185 -0.586 1.532
H 0.716 -1.065 -1.612
H 2.976 -0.246 -0.128
H -0.631 1.883 0.565
C -1.850 -0.668 -0.183
H 0.982 -1.962 -0.103
H -2.408 -0.633 0.761
H 1.991 2.124 0.319
C 0.818 -0.964 -0.520
H -2.348 0.018 -0.878
H -1.958 -1.689 -0.564
H -0.356 1.488 -1.137
C -0.077 1.214 -0.106
C 1.427 1.237 0.044
C 1.925 0.025 -0.188
*
```

Here are the Löwdin charges for atoms 1 to 4, given in e: number 1, C, carries -0.55; number 2, H, carries 0.10; number 3, O, carries -0.03; number 4, H, carries 0.12


[3]
A molecular structure, C15H20NNaP2S, computed with the ωB97M-V functional and the def2-TZVPD basis.

Properties
largest force on an atom: 0.88 eV/Å
HOMO energy: -6.78 eV
frontier orbital gap: 0.250 Ha
relative energy (zero: lowest compared OMol25 entry of this formula, charge and spin): 0.0 kcal per mole

Structure (ORCA input):
```
! RIJCOSX wB97M-V def2-TZVPD def2/J DEFGRID3
* xyz 0 1
H 0.275 -0.290 3.361
C -3.065 3.391 -1.378
H 2.573 0.333 3.949
H -1.830 0.213 2.722
H -2.379 -2.785 1.936
H -3.584 4.341 -1.329
C 2.143 0.037 -2.416
N -1.728 0.956 -1.517
H -4.847 2.212 -1.571
C -1.969 0.198 1.641
P -1.008 -1.141 0.836
C -3.768 2.221 -1.516
C 2.336 0.045 2.933
H 1.603 0.977 -2.316
H 0.012 2.025 -1.290
C 1.722 -0.705 0.314
H -3.022 0.024 1.409
C 3.022 -0.340 0.666
H 3.187 0.184 -2.135
Na -1.484 -1.400 -1.792
C 0.715 -0.685 1.294
S -3.948 -0.479 -1.804
H 2.265 -3.452 -0.951
C -1.334 -2.493 2.047
C 1.043 -0.310 2.597
C -1.668 3.348 -1.305
H 4.343 0.316 2.217
H -1.078 4.247 -1.194
H -1.685 1.160 1.219
H -1.157 -2.181 3.076
P 1.320 -1.253 -1.395
H 3.810 -0.344 -0.077
H -0.706 -3.354 1.818
C -3.080 0.986 -1.598
H 2.093 -0.277 -3.459
C 3.329 0.034 1.962
H 3.555 -2.297 -1.349
H 2.516 -2.956 -2.632
C -1.069 2.112 -1.377
C 2.543 -2.618 -1.595
*
```

Here are the Löwdin charges for atoms 1 to 4, given in e: number 1, H, carries 0.10; number 2, C, carries -0.09; number 3, H, carries 0.11; number 4, H, carries 0.04


[4]
3 unconnected molecules or ions with the total composition C18H26F5NO12P2 in a non-equilibrium geometry, computed with the ωB97M-V functional and the def2-TZVPD basis.

Properties
largest force on an atom: 1.99 eV/Å
HOMO energy: -8.94 eV
structure (SMILES): CC[C@](OC(=O)P(=O)(O)O)(P(N)O)C(F)(F)c1cccc(C(F)(F)F)c1.COC(=O)OC.COC(=O)OC
frontier orbital gap: 0.319 Ha

Structure (ORCA input):
```
! RIJCOSX wB97M-V def2-TZVPD def2/J DEFGRID3
* xyz 0 1
O -3.178 2.698 1.061
N -1.173 -0.223 -5.643
C 1.516 -3.065 1.764
H -1.445 0.887 -3.406
O -1.412 -0.563 6.881
O 3.024 0.816 -3.066
C 3.473 -1.924 -1.794
H -2.171 0.870 8.105
O 0.696 2.460 -1.369
C -0.285 -0.586 -2.212
F 2.346 -3.190 2.810
H -0.287 -0.014 -6.119
F 0.507 -3.339 -3.068
O 2.237 3.618 -2.941
C 4.183 -1.899 -0.626
C 0.498 -1.024 -3.459
C -0.784 3.779 0.724
C 3.580 -2.248 0.561
H -0.814 -0.030 8.800
H 0.512 -2.910 -0.655
C -1.509 0.321 -2.477
H -0.699 -1.510 -1.793
F 0.458 -2.315 2.052
C 1.381 -2.275 -3.147
F 2.237 -2.478 -4.166
H -0.528 1.201 7.535
O -0.144 -2.669 -5.781
O -0.635 -2.090 5.569
O -4.089 4.765 1.175
O 1.214 0.021 -4.162
P -0.850 -1.628 -4.687
H 0.916 -3.441 5.871
H -1.587 1.056 -1.670
H -0.863 3.157 -0.155
H -5.624 3.541 0.491
H -5.379 3.551 2.263
C 1.864 0.950 -3.375
P 1.064 2.526 -2.777
H 1.202 -2.209 4.610
O 0.801 -1.015 6.942
H -0.057 2.699 -4.630
H -0.620 3.169 1.612
C 0.464 -2.856 5.072
C 2.262 -2.620 0.523
F 1.042 -4.320 1.524
C -5.365 4.152 1.355
H 4.134 -2.244 1.491
C 2.140 -2.257 -1.840
O -0.124 3.032 -3.723
C -3.080 3.898 1.041
C -0.304 -1.205 6.507
H -6.093 4.953 1.451
H -2.442 -0.244 -2.476
H 1.821 4.486 -3.037
H 0.071 -3.534 4.321
H 3.991 -1.639 -2.704
C 1.555 -2.608 -0.648
H 0.359 -0.190 -1.418
H 5.228 -1.612 -0.613
H -1.768 -0.553 -6.402
O -1.958 4.590 0.881
H -0.366 -3.547 -5.447
H 0.060 4.453 0.600
C -1.203 0.425 7.890
*
```

Here are the Löwdin charges for atoms 1 to 4, given in e: number 1, O, carries 0.12; number 2, N, carries -0.16; number 3, C, carries -0.57; number 4, H, carries 0.04


no.,total energy (eV)
1,-62592.51879
2,-8430.87497
3,-51200.57165
4,-77315.95638